[1]
ORCA calculation (wB97M-V/def2-TZVPD) on a 5-piece molecular cluster, C33H50BrF5N3O15 overall at a distorted geometry.

Geometry as XYZ:
```
107
Properties=species:S:1:pos:R:3
C 1.017 1.184 2.040
C 1.930 4.105 0.096
H -6.786 -4.026 3.393
C 3.848 -0.595 -3.158
O -9.055 -2.452 2.847
Br 4.613 3.097 -0.110
O -1.245 0.934 1.590
H 2.315 -0.459 -1.221
C -0.066 0.742 -3.015
H 4.742 -0.401 -3.742
H 5.986 -1.672 -9.560
H -4.642 0.488 8.060
H 5.463 -3.336 -9.889
C 4.322 0.635 2.357
H 0.269 -0.410 -1.200
H 5.199 -0.006 2.348
N -1.664 -1.352 3.075
C 5.323 -2.476 -9.239
C 3.869 -2.287 2.040
O -3.664 -0.287 6.424
H -2.323 -0.643 3.368
N 3.767 0.742 3.719
C 3.569 0.715 -2.388
H -1.897 -1.730 2.165
H 4.557 1.122 -2.198
H 1.598 3.706 1.053
C -7.843 -2.594 2.100
H 2.217 -0.288 -4.629
F -5.156 -1.406 7.701
H 4.785 -2.942 0.515
H 0.138 -3.026 -2.442
H 4.906 0.373 -0.093
C 2.724 2.957 -0.619
C -8.724 -2.185 4.133
C -3.773 0.637 5.435
O -2.868 0.997 4.751
H 3.249 -1.647 -4.898
H 5.208 -3.814 -7.497
O -7.366 -2.282 4.311
O 3.991 -3.193 1.010
F -5.610 -2.480 2.903
C -0.326 -0.796 3.009
H 1.096 4.379 -0.538
C 2.716 5.389 0.375
C 2.800 -1.224 1.934
C -0.085 0.156 1.792
H 4.675 1.629 2.096
N 2.224 1.169 1.147
H 2.014 -1.622 1.286
H 2.730 1.984 1.521
H 3.058 1.454 -2.999
H 3.305 5.311 1.278
H 1.327 1.152 3.076
H 2.689 3.147 -1.677
H -0.074 -0.300 3.942
H 1.993 6.181 0.559
H -6.329 -0.486 5.678
H -3.807 0.462 -1.412
C 5.504 -2.802 -7.776
H -0.501 -0.102 -3.533
H 2.349 -1.138 2.914
C -5.853 0.323 6.232
H -1.900 0.432 1.094
H 4.073 -1.413 -2.480
C -4.734 0.972 -1.161
H -5.875 -0.619 -2.164
O -4.987 2.050 -2.063
C -0.079 0.568 -1.511
H -4.666 1.357 -0.142
O -6.879 2.958 -2.886
C 3.953 -0.128 -0.001
H 3.309 5.698 -0.478
H -7.946 -3.360 1.336
H 0.330 -1.662 2.939
C -6.852 -2.959 3.178
C -6.331 2.114 -2.270
O -5.037 1.098 5.338
H 3.843 -0.154 4.185
C 3.276 0.116 1.347
C -5.956 0.107 -1.354
O -6.954 1.053 -1.669
C 2.891 0.443 -1.021
H 0.937 0.978 -3.345
C 0.638 1.760 -0.859
H -6.623 0.937 6.690
H -0.673 1.623 -3.216
H -0.032 2.139 -0.093
H -7.594 -1.645 1.624
F -1.436 0.648 -1.151
C 0.943 -2.592 -2.966
O 4.639 -1.868 -7.149
H 0.561 2.157 1.908
H 4.346 1.408 4.214
C 1.848 -2.023 -3.476
O 4.544 -2.384 3.022
C 2.078 1.573 -0.322
C -4.835 -0.184 7.223
F 6.773 -2.578 -7.359
O 2.615 -1.066 -7.745
H 4.018 -1.151 -0.336
C 2.753 -1.077 -4.116
H 0.140 -0.496 0.942
O 3.964 -2.022 -9.275
C 3.634 -1.597 -8.036
H 0.648 2.532 -1.616
F -6.300 -0.542 -0.208
O -9.491 -1.912 4.989
```

For the LUMO energy, the calculation gives -0.0758 Ha. The net charge is +1. Its HOMO energy is -0.430 Ha. Its HOMO-LUMO gap is 0.354 Eh.

Mulliken atomic charge list, values in e, 99 entries: -2.37, 0.35, 0.19, -1.29, -0.33, 0.01, -0.52, 0.31, -2.09, 0.56, 0.29, 0.30, 0.28, -1.91, 0.08, 0.37, -0.57, -0.45, -0.38, -0.31, 0.27, -0.37, -0.91, 0.24, 0.59, 0.02, -0.28, 0.54, -0.27, 0.36, 0.46, 0.48, -1.36, 0.58, 0.73, -0.58, 0.03, 0.30, -0.28, -0.48, -0.22, -1.03, 0.48, -1.73, -1.08, 1.68, 0.70, 1.00, 0.49, 1.14, 0.62, 0.42, 0.73, 1.00, 0.45, 0.46, -0.02, -0.15, 0.28, 0.53, 0.78, -0.07, 0.33, 0.38, 0.18, 0.27, -0.33, 0.54, 0.20, -0.48, -1.89, 0.40, 0.29, 0.21, 0.30, 0.57, -0.31, 0.23, 1.68, 0.25, -0.31, 0.30, 0.17, -2.45, 0.31, 0.50, 0.41, 0.21, -0.28, -0.36, -0.28, 0.63, 0.29, -0.41, -0.49, 0.76, 0.28, -0.27, -0.48



[2]
ORCA calculation (wB97M-V/def2-TZVPD) on C19H54AlO8 as an isolated structure.

Geometry as XYZ:
```
82
Properties=species:S:1:pos:R:3
H 2.602 -0.105 -2.506
C 4.434 -4.345 5.827
H 4.734 -2.735 7.228
C -2.492 -4.236 -5.046
H -0.581 -3.927 -4.800
Al -0.125 1.615 0.166
O 3.086 -0.098 2.856
H -2.749 1.635 0.513
H -6.729 3.042 1.069
H -2.742 -1.282 -3.120
H -6.828 5.325 0.067
H -1.707 4.848 -0.075
H 2.652 -0.943 -0.156
O -1.363 -3.940 -4.241
C -6.964 3.165 0.005
C -6.051 -0.236 -3.005
H -4.183 0.819 -2.808
H 7.563 2.434 2.247
H 3.957 0.793 4.505
H 5.242 -1.986 5.091
H -2.631 -3.451 -5.798
H -6.955 -0.202 -3.621
H -5.583 -1.211 -3.152
C -2.389 -5.593 -5.720
H 5.284 0.379 2.156
C -6.413 4.487 -0.497
H 4.392 -1.226 -0.290
H 3.628 -3.858 5.275
H -6.345 -0.139 -1.961
H -2.653 4.979 -1.581
H -6.654 4.620 -1.552
C 3.422 -0.738 -2.157
C 1.809 0.802 4.722
C -1.933 -1.319 -2.399
H -2.071 3.139 1.181
H -5.495 0.767 -5.311
O -6.461 2.060 -0.733
C 5.770 1.295 1.828
C -2.001 2.422 0.348
H -2.311 0.533 -1.529
H 5.949 1.213 0.751
H 6.132 -3.801 7.043
H 5.015 -4.933 5.116
H 0.958 0.170 4.473
H -0.989 4.340 -1.608
H 2.959 0.747 2.404
C 5.319 -3.315 6.504
H 1.658 1.759 4.221
O -2.468 3.089 -0.863
C -1.926 4.368 -1.038
O 5.942 -2.440 5.572
C 3.098 0.157 4.247
H -1.524 -5.629 -6.387
H 4.334 -0.422 -2.665
H -5.325 4.512 -0.397
C -5.090 0.867 -3.410
H -3.348 -4.207 -4.373
H -5.549 1.848 -3.263
H 3.987 -5.020 6.558
H 0.103 -0.916 -0.550
O 4.824 2.330 2.085
H 0.475 0.112 -1.922
C -0.209 0.002 -1.074
O 3.190 -2.087 -2.572
H 0.920 2.688 -0.506
H 1.829 0.969 5.802
H -1.399 -2.251 -2.243
C -1.561 -0.243 -1.693
H 3.743 0.426 -0.368
H -3.282 -5.808 -6.311
H -8.048 3.130 -0.107
C 7.079 1.507 2.566
H 2.370 -2.366 -2.152
O -4.697 0.718 -4.778
H -2.267 -6.378 -4.973
H 6.901 1.578 3.640
H -5.501 2.058 -0.643
H 5.190 3.166 1.787
H 3.235 -0.814 4.732
H 0.474 1.216 1.641
C 3.566 -0.613 -0.654
H 7.769 0.681 2.382
```

For the LUMO energy, the calculation gives 0.0936 Ha. The net charge is -1. Its HOMO energy is -0.168 Ha. Its HOMO-LUMO gap is 0.262 Eh.

For each atom in turn, the Mulliken charge in e is: 0.21, -0.93, 0.25, -0.18, 0.26, -0.24, -0.37, 0.23, 0.28, 0.11, 0.38, 0.38, 0.22, -0.45, -0.33, -1.01, -0.23, 0.36, 0.21, 0.26, 0.29, 0.35, 0.28, -1.13, 0.28, -0.81, 0.36, 0.29, 0.29, 0.21, 0.24, -0.48, -1.31, -0.77, 0.50, 0.31, -0.41, -0.05, -0.71, -0.36, 0.32, 0.30, 0.26, 0.29, 0.33, 0.15, -0.26, 0.35, -0.10, -1.00, -0.49, 0.22, 0.34, 0.38, 0.10, 0.35, 0.26, 0.23, 0.32, 0.35, -0.53, -0.03, -0.45, -0.56, -0.27, 0.40, 0.19, 0.69, 0.12, 0.33, 0.29, -1.27, 0.33, -0.55, 0.29, 0.30, 0.24, 0.28, 0.04, -0.11, -0.54, 0.34



[3]
ORCA calculation (wB97M-V/def2-TZVPD) on one molecule with the formula C5H8O2.

Geometry as XYZ:
```
15
Properties=species:S:1:pos:R:3
C -0.669 0.468 -0.936
C 0.220 -0.888 2.309
C 0.754 -0.938 3.386
C -0.430 -0.863 0.995
H -1.524 -0.950 1.130
H -0.091 -1.728 0.398
H 1.731 1.184 -0.913
C 0.002 1.659 -1.592
H -0.174 2.551 -0.972
H 1.253 -0.927 4.333
O -0.090 0.340 0.346
H -1.757 0.619 -0.853
H -0.473 -0.434 -1.538
O 1.380 1.433 -1.780
H -0.445 1.827 -2.577
```

For the LUMO energy, the calculation gives 0.0343 Ha. Its structure (SMILES) is C#CCOCCO. The net charge is 0. Its HOMO energy is -0.373 Ha. Its HOMO-LUMO gap is 0.407 Eh.

For each atom in turn, the natural (NBO) charge in e is: -0.09, -0.03, -0.21, -0.13, 0.20, 0.20, 0.47, -0.08, 0.17, 0.24, -0.54, 0.17, 0.17, -0.71, 0.18



[4]
ORCA calculation (wB97M-V/def2-TZVPD) on C6H10O as an isolated structure at a distorted geometry.

Geometry as XYZ:
```
17
Properties=species:S:1:pos:R:3
C 0.623 0.985 0.332
H 0.272 -0.548 2.606
C 0.777 1.134 -1.192
O 0.351 -1.847 1.189
H 1.453 0.415 0.766
C -0.696 -0.716 -0.982
H -1.671 -1.600 0.940
H 1.818 1.216 -1.495
C 0.119 -0.071 -1.788
H 0.234 2.020 -1.542
H -0.076 0.101 2.725
C -0.644 -1.198 0.922
C -0.665 0.176 0.453
H -1.195 -1.654 -1.281
H 0.198 -0.330 -2.833
H 0.619 1.972 0.825
H -1.566 0.789 0.614
```

For the LUMO energy, the calculation gives 0.0342 Ha. The net charge is 0. Its HOMO energy is -0.342 Ha. Its HOMO-LUMO gap is 0.376 Eh.

For each atom in turn, the natural (NBO) charge in e is: -0.42, 0.05, -0.44, -0.61, 0.24, -0.22, 0.13, 0.22, -0.15, 0.21, -0.06, 0.40, -0.28, 0.25, 0.22, 0.23, 0.24



[5]
ORCA calculation (wB97M-V/def2-TZVPD) on C31H30ClFeN2O4P2 as an isolated structure.

Geometry as XYZ:
```
71
Properties=species:S:1:pos:R:3
C 2.713 -3.655 1.902
H -1.005 -3.871 0.886
C 0.754 -1.529 -1.897
H 1.715 7.929 1.889
O -0.995 2.551 1.339
C 2.031 1.564 1.984
H 0.838 6.357 3.588
C 0.779 -3.074 -3.786
Fe -1.273 0.580 0.693
H -0.329 -4.912 -3.604
H 3.633 -2.199 0.640
C 1.943 -1.377 1.672
H 3.921 -0.396 -0.639
N -1.379 1.881 -1.055
Cl 1.352 -3.439 -5.407
H -2.045 -1.981 3.698
C -3.968 -1.954 -3.126
C 1.166 -1.890 -3.202
O 0.841 0.348 -0.140
C 1.666 -3.878 2.792
C -0.110 -2.448 -1.263
C -3.039 -0.479 -1.417
H 3.599 1.345 -0.522
C 0.478 5.535 -0.165
H 2.305 1.222 2.982
H 2.728 2.325 1.634
O -0.557 -2.065 -0.023
C -0.663 3.356 0.392
C 3.677 0.412 0.038
H -2.428 0.674 -4.574
C 1.098 6.709 0.231
H 1.483 7.393 -0.516
H -1.136 -4.323 -1.349
C -2.801 0.010 -3.800
H -3.631 -1.400 -5.187
C 2.837 -2.396 1.347
C 1.230 7.010 1.582
C -3.480 -1.138 -4.148
C -1.510 -1.117 4.101
H 1.025 1.982 2.043
P -0.353 -0.283 2.915
C -2.562 0.357 -2.466
H -0.984 -1.427 5.006
C 0.768 -2.880 3.110
C -1.872 1.606 -2.196
H 3.401 -4.446 1.639
P 2.084 0.176 0.835
H -2.349 -3.100 -0.018
C 0.119 4.950 2.138
H -4.510 -2.860 -3.373
O -2.865 -0.221 -0.152
H -1.797 2.346 -2.997
C -0.474 -3.639 -1.861
C -0.034 -3.984 -3.139
C -0.016 4.646 0.788
H -4.160 -2.255 -1.013
H -2.251 -0.370 4.389
H 0.364 5.284 -1.211
H -1.794 -2.402 1.517
H 4.436 0.523 0.818
C 1.319 -0.330 -1.385
H -0.037 -3.110 3.793
H -0.264 4.244 2.863
N -0.814 3.138 -0.890
C -1.478 -2.920 0.615
H 1.498 0.459 -2.106
H 1.539 -4.862 3.231
C -3.769 -1.627 -1.803
C 0.844 -1.586 2.553
H 1.816 -1.216 -3.746
C 0.738 6.128 2.533
```

For the LUMO energy (alpha / beta), the calculation gives 0.0971 / 0.0970 Ha. Its expectation value of S² is 6.014. The spin multiplicity is 5. The net charge is -1. Its HOMO energy (alpha / beta) is -0.124 / -0.124 Ha. Its HOMO-LUMO gap (alpha / beta) is 0.221 / 0.222 Eh.

For each atom in turn, the Mulliken charge in e is: -0.90, 0.42, 1.61, 0.37, -1.02, -0.83, 0.38, 0.23, 0.83, 0.42, 0.27, -0.20, 0.46, 0.70, -0.29, 0.33, -0.55, -1.66, 0.73, -0.74, 0.22, 0.69, 0.49, -0.29, 0.42, 0.45, 1.60, 0.40, -1.81, 0.36, -0.62, 0.37, 0.40, -0.70, 0.39, -0.66, -0.32, -0.70, -1.24, -0.08, 0.35, 0.70, 0.38, -0.31, -0.65, 0.38, 0.90, 0.47, -0.32, 0.37, -1.20, 0.32, -0.48, -1.02, 0.45, 0.42, 0.39, 0.45, -0.04, 0.44, -2.21, 0.33, 0.42, -0.97, -1.39, 0.46, 0.37, -0.31, 0.64, 0.44, -0.71



[6]
ORCA calculation (wB97M-V/def2-TZVPD) on C45H45N3O2PPdS3Se as an isolated structure at a distorted geometry.

Geometry as XYZ:
```
101
Properties=species:S:1:pos:R:3
C 3.866 1.581 0.824
C -1.746 -0.448 1.116
C -3.794 3.006 0.741
H 4.394 3.079 -1.389
H 3.973 -0.903 -2.832
H -4.726 -2.743 -5.210
C 1.700 -1.266 3.290
C 2.204 1.065 -3.035
H -2.032 4.143 -0.978
C 4.059 -0.850 -0.677
H -2.562 0.269 3.573
C 2.194 -4.090 3.439
H 4.303 4.263 -3.542
C -6.140 -4.235 -1.258
H 5.694 -3.114 1.248
H -0.193 3.386 -2.544
O -0.871 0.112 1.741
C -3.381 -0.098 2.972
C 3.028 1.531 -2.009
N -3.836 -1.632 -0.262
C 4.320 -1.395 -1.932
H -0.777 1.733 -2.417
H 6.986 2.649 1.604
H 1.774 3.804 0.665
H 4.399 -1.032 1.448
C 3.716 3.366 -3.400
C 5.541 -3.189 -0.894
H 6.121 -4.099 -0.979
C -5.793 -4.267 -2.627
S -3.111 2.043 -0.630
Pd 0.958 0.213 0.259
C 2.228 -3.308 4.538
C -3.025 -1.730 -2.966
N 1.435 -1.616 0.873
C -2.105 3.232 -1.556
H -0.134 3.009 2.319
O -1.567 -0.958 -0.060
C -4.205 -1.107 0.943
H 0.491 4.643 2.429
C 2.157 1.736 -4.243
H -6.326 -4.959 -3.269
H 1.495 -0.206 3.240
C 0.697 3.824 0.483
C 5.225 3.008 2.780
C 1.915 -3.476 2.172
Se 1.550 -3.004 -0.272
C 3.178 2.092 1.921
H -2.873 -0.813 -2.405
C 5.067 -2.562 -2.035
C -4.087 -2.605 -2.391
H -3.269 -1.468 -3.994
H -2.233 2.404 2.117
S 0.379 2.336 -0.509
H -6.881 -4.925 -0.879
H 2.373 -5.156 3.473
C 5.296 -2.639 0.362
C -4.687 -0.095 3.467
H 5.290 -2.971 -3.011
C 1.666 -2.053 2.101
C -5.757 -0.498 2.675
H -6.357 -1.221 0.751
C -5.528 -0.990 1.407
H -4.997 -4.478 -5.093
H -2.514 -1.339 -0.343
H 2.014 -1.316 5.374
H 2.883 3.412 -5.372
H 0.505 4.665 -0.185
H 5.797 1.360 -0.120
C 3.772 2.693 -2.186
P 3.047 0.626 -0.458
H -4.645 2.406 1.079
C 5.247 1.780 0.713
H -2.083 -2.288 -2.997
C -4.771 -3.498 -3.198
H 2.441 -3.740 5.506
C -4.451 -3.644 -4.658
H -4.874 0.266 4.470
C -2.843 3.271 1.898
H -3.428 3.511 2.789
H -5.619 -3.423 0.632
H -2.608 3.458 -2.497
H 5.756 3.560 3.543
C -0.727 2.691 -1.894
N 1.875 -4.134 1.031
C -5.485 -3.383 -0.439
H 1.536 1.365 -5.047
H 1.598 0.176 -2.886
H 2.109 1.922 2.022
H -4.214 3.930 0.341
C 1.978 -1.892 4.458
S -1.724 4.675 1.618
C 3.858 2.802 2.900
C 5.919 2.497 1.688
H -3.387 -3.820 -4.815
C 4.561 -1.474 0.473
H -6.768 -0.414 3.051
H 3.325 3.186 3.758
C -0.072 3.961 1.790
C -4.473 -2.502 -0.987
C -3.132 -0.563 1.704
C 2.918 2.888 -4.427
```

For the LUMO energy, the calculation gives -0.4003 Ha. The net charge is +3. Its HOMO energy is -0.549 Ha. Its HOMO-LUMO gap is 0.149 Eh.

Mulliken atomic charge list, values in e, 99 entries: 0.20, 0.74, -1.04, 0.43, 0.38, 0.38, -0.67, -0.68, 0.44, 0.76, 0.50, -0.78, 0.47, -1.24, 0.50, 0.65, -0.58, -0.36, 0.69, -0.01, -0.40, 0.21, 0.49, 0.29, 0.49, -0.77, -0.71, 0.46, -0.48, 0.17, 0.94, -0.72, -1.06, -0.57, -1.01, -0.05, -0.47, -0.19, 0.58, -0.81, 0.43, 0.42, -0.91, -0.72, 0.53, 0.28, -0.03, -0.24, -0.79, 1.28, 0.50, -0.58, 0.74, 0.45, 0.54, -0.70, -0.78, 0.48, 1.36, -0.95, 0.73, -0.11, 0.44, 0.34, 0.50, 0.45, 0.80, 0.58, -0.68, 1.63, 0.31, -0.44, 0.40, 0.58, 0.46, -1.58, 0.47, 0.20, 0.57, 0.73, 0.57, 0.48, -1.11, -0.77, -0.54, 0.47, 0.63, 0.72, 0.58, -0.81, -0.17, -1.51, -0.83, 0.36, -0.58, 0.47, 0.53, -0.49, 0.35



- The highest net charge belongs to which entry?
  C45H45N3O2PPdS3Se